1.
The following is a DFT calculation (wB97M-V/def2-TZVPD) of a 2-piece molecular cluster, C13H21N2 overall at a distorted geometry.

The value obtained for the LUMO energy is -3.12 eV. The calculation puts the calculated total energy at -16791.4799 eV. The HOMO energy is -12.349 eV. The energy relative to the best compared isomer or geometry (same formula, charge and spin) comes out at 123.8 kcal/mol. The charge is +1. Its HOMO-LUMO gap is 9.23 eV.

Last columns: bonded neighbours and bond lengths (Å).
Positions of all 36 atoms, in Å:
1 C 1.241 -1.683 -1.084  C3 1.409, C5 1.443, H16 1.051
2 C 1.761 0.487 -2.187  C4 1.421, C5 1.444, H17 1.056
3 C 0.146 -1.015 -0.499  C1 1.409, N14 1.348, H18 1.019
4 C 0.643 1.084 -1.546  C2 1.421, N14 1.360, H19 1.057
5 C 2.127 -0.879 -1.891  C1 1.443, C2 1.444, N15 1.344
6 C -2.113 2.069 2.975  C7 1.541, C8 1.434, H20 1.065, H21 1.151
7 C -2.916 0.858 2.461  C6 1.541, C8 1.458, C9 1.483, C10 1.501
8 C -2.296 1.834 1.573  C6 1.434, C7 1.458, C11 1.324
9 C -2.442 -0.523 2.720  C7 1.483, H22 1.169, H23 1.145, H24 1.095
10 C -4.412 0.946 2.542  C7 1.501, H25 1.085, H26 1.057, H27 1.101
11 C -1.842 2.197 0.384  C8 1.324, H29 1.031, H30 1.139
12 C 3.750 -2.679 -1.971  N15 1.462, H31 1.126, H32 1.173, H33 1.204
13 C 4.225 -0.582 -3.080  N15 1.405, H34 1.153, H35 1.084, H36 1.197
14 N -0.057 0.306 -0.679  C3 1.348, C4 1.360, H28 1.101
15 N 3.281 -1.358 -2.387  C5 1.344, C12 1.462, C13 1.405
16 H 1.355 -2.688 -0.797  C1 1.051
17 H 2.237 1.155 -2.852  C2 1.056
18 H -0.338 -1.575 0.201  C3 1.019
19 H 0.305 2.086 -1.539  C4 1.057
20 H -2.677 2.782 3.529  C6 1.065
21 H -1.082 1.985 3.481  C6 1.151
22 H -3.288 -0.888 3.440  C9 1.169
23 H -1.479 -0.672 3.321  C9 1.145
24 H -2.574 -1.187 1.860  C9 1.095
25 H -4.822 0.079 3.049  C10 1.085
26 H -5.062 1.044 1.715  C10 1.057
27 H -4.585 1.772 3.250  C10 1.101
28 H -0.646 0.835 0.087  N14 1.101
29 H -1.287 3.032 0.142  C11 1.031
30 H -2.214 1.706 -0.574  C11 1.139
31 H 3.313 -3.465 -2.648  C12 1.126
32 H 4.921 -2.715 -1.910  C12 1.173
33 H 3.355 -3.092 -0.911  C12 1.204
34 H 5.171 -0.103 -2.626  C13 1.153
35 H 4.578 -1.371 -3.735  C13 1.084
36 H 3.720 0.218 -3.813  C13 1.197

---

2.
The following is a DFT calculation (wB97M-V/def2-TZVPD) of one molecule with the formula C13H21N3O2.

The value obtained for the LUMO energy is 0.81 eV. The calculation puts the calculated total energy at -22387.2520 eV. The structure (SMILES) is COCCNC(=O)Cn1cc2c(n1)CC[C@@H](C)C2. The HOMO energy is -8.931 eV. The energy relative to the best compared isomer or geometry (same formula, charge and spin) comes out at 21.9 kcal/mol. Its HOMO-LUMO gap is 9.74 eV.

Last columns: bonded neighbours and bond lengths (Å).
Positions of all 39 atoms, in Å:
1 C -1.396 -2.206 0.218  O2 1.406, H19 1.089, H20 1.097, H21 1.095
2 O -2.722 -2.636 0.406  C1 1.406, C3 1.406
3 C -3.647 -1.617 0.697  O2 1.406, C4 1.541, H22 1.100, H23 1.092
4 C -3.990 -0.695 -0.489  C3 1.541, N5 1.444, H24 1.091, H25 1.093
5 N -3.050 0.387 -0.669  C4 1.444, C6 1.341, H26 1.018
6 C -3.152 1.533 0.020  N5 1.341, O7 1.212, C8 1.543
7 O -4.065 1.828 0.761  C6 1.212
8 C -1.986 2.504 -0.267  C6 1.543, N9 1.434, H27 1.091, H28 1.096
9 N -0.707 1.858 -0.212  C8 1.434, C10 1.350, N13 1.339
10 C 0.279 2.047 0.690  N9 1.350, C11 1.378, H29 1.071
11 C 1.304 1.189 0.355  C10 1.378, C12 1.405, C18 1.489
12 C 0.837 0.507 -0.782  C11 1.405, N13 1.325, C14 1.487
13 N -0.379 0.920 -1.109  N9 1.339, C12 1.325
14 C 1.617 -0.540 -1.495  C12 1.487, C15 1.530, H30 1.092, H31 1.095
15 C 3.085 -0.441 -1.074  C14 1.530, C16 1.533, H32 1.091, H33 1.092
16 C 3.221 -0.368 0.451  C15 1.533, C17 1.525, C18 1.534, H34 1.096
17 C 4.677 -0.519 0.879  C16 1.525, H35 1.088, H36 1.088, H37 1.088
18 C 2.645 0.959 0.960  C11 1.489, C16 1.534, H38 1.093, H39 1.095
19 H -0.778 -3.102 0.260  C1 1.089
20 H -1.084 -1.514 1.009  C1 1.097
21 H -1.256 -1.719 -0.753  C1 1.095
22 H -3.293 -0.999 1.535  C3 1.100
23 H -4.551 -2.146 1.005  C3 1.092
24 H -4.037 -1.283 -1.407  C4 1.091
25 H -4.965 -0.241 -0.292  C4 1.093
26 H -2.184 0.231 -1.182  N5 1.018
27 H -2.018 3.310 0.466  C8 1.091
28 H -2.142 2.921 -1.268  C8 1.096
29 H 0.185 2.760 1.484  C10 1.071
30 H 1.510 -0.421 -2.575  C14 1.092
31 H 1.223 -1.527 -1.232  C14 1.095
32 H 3.629 -1.308 -1.452  C15 1.091
33 H 3.531 0.453 -1.514  C15 1.092
34 H 2.638 -1.188 0.887  C16 1.096
35 H 5.070 -1.484 0.569  C17 1.088
36 H 4.767 -0.444 1.961  C17 1.088
37 H 5.288 0.261 0.429  C17 1.088
38 H 2.576 0.953 2.051  C18 1.093
39 H 3.318 1.777 0.680  C18 1.095

---

3.
The following is a DFT calculation (wB97M-V/def2-TZVPD) of one molecule with the formula C13H21NO at a distorted geometry.

The value obtained for the LUMO energy is 1.02 eV. The calculation puts the calculated total energy at -17359.2585 eV. The structure (SMILES) is c1nc2c(o1)CCCCCCCCCC2. The HOMO energy is -8.545 eV. The energy relative to the best compared isomer or geometry (same formula, charge and spin) comes out at 5.7 kcal/mol. Its HOMO-LUMO gap is 9.56 eV.

Last columns: bonded neighbours and bond lengths (Å).
Positions of all 36 atoms, in Å:
1 C 0.427 3.469 -0.105  N2 1.300, O5 1.365, H16 1.086
2 N 0.366 2.969 -1.303  C1 1.300, C3 1.397
3 C -0.483 1.875 -1.110  N2 1.397, C4 1.370, C15 1.523
4 C -0.962 1.882 0.173  C3 1.370, O5 1.347, C6 1.482
5 O -0.369 2.890 0.842  C1 1.365, C4 1.347
6 C -1.972 0.998 0.801  C4 1.482, C7 1.537, H17 1.107, H18 1.057
7 C -1.566 0.495 2.196  C6 1.537, C8 1.564, H19 1.113, H20 1.101
8 C -0.747 -0.836 2.163  C7 1.564, C9 1.538, H21 1.069, H22 1.084
9 C 0.703 -0.536 1.747  C8 1.538, C10 1.528, H23 1.117, H24 1.066
10 C 1.568 -1.726 1.337  C9 1.528, C11 1.539, H25 1.075, H26 1.087
11 C 1.068 -2.522 0.118  C10 1.539, C12 1.519, H27 1.084, H28 1.070
12 C 0.461 -1.696 -1.004  C11 1.519, C13 1.543, H29 1.095, H30 1.093
13 C 1.288 -0.613 -1.728  C12 1.543, C14 1.561, H31 1.102, H32 1.078
14 C 0.409 0.127 -2.785  C13 1.561, C15 1.556, H33 1.066, H34 1.099
15 C -0.825 0.884 -2.215  C3 1.523, C14 1.556, H35 1.084, H36 1.077
16 H 0.948 4.391 0.132  C1 1.086
17 H -2.202 0.112 0.180  C6 1.107
18 H -2.874 1.539 0.913  C6 1.057
19 H -0.997 1.265 2.765  C7 1.113
20 H -2.489 0.310 2.768  C7 1.101
21 H -0.748 -1.302 3.125  C8 1.069
22 H -1.205 -1.528 1.465  C8 1.084
23 H 0.724 0.200 0.906  C9 1.117
24 H 1.207 -0.033 2.540  C9 1.066
25 H 2.543 -1.312 1.157  C10 1.075
26 H 1.657 -2.439 2.153  C10 1.087
27 H 0.332 -3.235 0.471  C11 1.084
28 H 1.892 -3.077 -0.279  C11 1.070
29 H 0.128 -2.378 -1.793  C12 1.095
30 H -0.438 -1.220 -0.603  C12 1.093
31 H 2.147 -1.080 -2.237  C13 1.102
32 H 1.668 0.145 -1.063  C13 1.078
33 H 0.082 -0.573 -3.519  C14 1.066
34 H 1.057 0.838 -3.316  C14 1.099
35 H -1.206 1.515 -3.009  C15 1.084
36 H -1.592 0.204 -1.885  C15 1.077

---

- Which value of HOMO-LUMO gap does entry 1 give?
  9.23 eV